1.
C6H8BrIO3S as an isolated structure. Source: the Open Molecules 2025 dataset; level of theory: the ωB97M-V functional and the def2-TZVPD basis.

Properties
Charge: 0
HOMO level: -9.0466 eV

Geometry (Å):
1 C 0.43 -0.31 -0.15
2 C 2.45 -1.21 -1.23
3 C 1.99 -2.17 -0.13
4 C 0.97 -1.39 -0.87
5 C -1.12 2.65 0.93
6 C -1.58 -0.10 -0.35
7 O 0.89 0.51 0.54
8 O -1.60 0.35 2.26
9 O -3.36 1.50 0.97
10 S -2.00 1.07 1.11
11 Br -1.74 0.92 -1.95
12 I -2.82 -1.77 0.18
13 H 3.10 -0.38 -0.94
14 H 2.87 -1.62 -2.20
15 H 1.98 -3.23 -0.26
16 H 2.17 -1.78 0.87
17 H 0.28 -1.83 -1.62
18 H -1.13 2.75 -0.17
19 H -1.65 3.38 1.67
20 H -0.11 2.67 1.33

2.
One molecule with the formula C6H8BrNO. Source: the Open Molecules 2025 dataset; level of theory: the ωB97M-V functional and the def2-TZVPD basis.

Properties
Energy above the lowest of the compared OMol25 structures with the same formula, charge and spin: 58.4 kcal/mol
Charge: 0
HOMO level (spin up / spin down): -9.4126 / -8.9061 eV

Geometry (Å):
1 C 1.68 -1.52 -0.89
2 C -0.29 0.46 0.25
3 C 1.46 -1.35 0.66
4 C 0.08 -0.79 0.99
5 C -1.57 0.64 -0.25
6 C -1.93 1.88 -1.10
7 N 1.01 -1.02 -1.76
8 O 0.49 1.44 0.28
9 Br -3.05 -0.56 0.07
10 H 2.59 -2.22 -1.07
11 H 1.56 -2.37 1.26
12 H 2.32 -0.75 1.07
13 H 0.26 -0.60 2.13
14 H -0.44 -1.71 0.81
15 H -1.12 2.52 -0.92
16 H -2.84 2.39 -0.76
17 H -1.82 1.55 -2.09

3.
A 2-piece molecular cluster, C6H8BrNO2 overall. Source: the Open Molecules 2025 dataset; level of theory: the ωB97M-V functional and the def2-TZVPD basis.

Properties
Energy above the lowest of the compared OMol25 structures with the same formula, charge and spin: 140.2 kcal/mol
Charge: 0
SMILES string: C=C/C=C\[N+](=O)[O-].C=CBr
HOMO level: -9.6231 eV

Geometry (Å):
1 C 2.24 -0.89 -1.99
2 C 1.08 -0.42 -1.56
3 C 0.64 0.76 -0.74
4 C 0.69 0.83 0.61
5 N 1.43 -0.08 1.49
6 O 1.59 -1.28 1.27
7 O 1.89 0.49 2.47
8 H 2.26 -1.86 -2.53
9 H 3.11 -0.38 -1.88
10 H 0.23 -0.96 -1.61
11 H 0.35 1.59 -1.27
12 H 0.40 1.71 1.11
13 C -2.75 0.73 1.11
14 C -2.47 -0.34 0.36
15 Br -2.90 -2.06 0.88
16 H -3.16 0.77 2.13
17 H -2.49 1.66 0.79
18 H -2.13 -0.25 -0.64

4.
A 3-piece molecular cluster, C6H8BrO6 overall. Source: the Open Molecules 2025 dataset; level of theory: the ωB97M-V functional and the def2-TZVPD basis.

Properties
Energy above the lowest of the compared OMol25 structures with the same formula, charge and spin: 9.2 kcal/mol
Charge: -1
HOMO level: -4.5908 eV

Geometry (Å):
1 Br 0.62 0.10 1.40
2 C -3.85 2.07 1.98
3 C -2.92 1.04 1.29
4 O -3.44 0.95 -0.01
5 C -4.60 1.62 -0.12
6 O -5.27 1.54 -1.10
7 O -4.83 2.36 0.98
8 H -3.34 3.03 2.11
9 H -4.17 1.70 2.95
10 H -2.90 0.11 1.85
11 H -1.92 1.48 1.35
12 C 3.36 -1.31 -0.38
13 C 2.84 -1.87 -1.73
14 O 3.97 -1.88 -2.56
15 C 5.08 -1.58 -1.83
16 O 6.17 -1.61 -2.32
17 O 4.78 -1.33 -0.56
18 H 3.05 -1.99 0.41
19 H 2.95 -0.32 -0.18
20 H 1.98 -1.26 -2.02
21 H 2.43 -2.86 -1.52